[1]
# C5H7ClN2

A single C5H7ClN2 molecule (ωB97M-V/def2-TZVPD, the Open Molecules 2025 dataset).

Properties
HOMO, eV: -9.28
Relative energy (zero: lowest compared OMol25 entry of this formula, charge and spin), kJ/mol: 203.1
Calculated total energy, Eh: -764.3551
Multiplicity: 1
Kohn-Sham gap, eV: 10.190
Molecular weight, g mol⁻¹: 130.6

```
15
C5H7ClN2, DFT ωB97M-V/def2-TZVPD
C -1.352 0.349 -0.877
N 1.029 -0.234 -0.444
C 1.794 -1.132 0.304
C -0.216 0.260 0.076
H -1.067 0.322 -1.962
Cl -3.226 0.532 1.062
H 1.483 1.478 0.860
H -0.449 -0.040 1.080
H -3.455 0.532 -1.294
N 1.245 -1.970 1.104
C 0.979 1.152 -0.078
H 1.967 -2.553 1.488
H 2.856 -1.030 0.113
H 1.046 1.870 -0.866
C -2.634 0.465 -0.565
```

natural (NBO) atomic charge list, values in e, 2 entries: atom 1 (C): -0.21, atom 2 (N): -0.42



[2]
# C28H41IrN5O2SSi

A molecular structure, C28H41IrN5O2SSi (ωB97M-V/def2-TZVPD, the Open Molecules 2025 dataset).

Properties
HOMO (spin up / spin down), eV: -11.64 / -14.26
Relative energy (zero: lowest compared OMol25 entry of this formula, charge and spin), kJ/mol: 22.2
Calculated total energy, Eh: -2307.1955
Charge: +2
Multiplicity: 6
Kohn-Sham gap (spin up / spin down), eV: 6.261 / 5.999
Molecular weight, g mol⁻¹: 732.0
⟨S²⟩: 8.781

```
79
C28H41IrN5O2SSi, DFT ωB97M-V/def2-TZVPD
C 3.515 -2.811 -0.311
H -3.176 1.997 3.280
H -2.234 4.367 0.440
C 2.113 0.812 2.663
C -1.460 3.644 0.732
C 1.234 -4.628 -0.792
H -1.432 -0.692 5.076
H -1.840 -0.716 -6.174
H -3.273 -0.036 3.032
H 2.717 2.770 1.127
C -0.291 -1.745 2.818
H 1.820 0.313 3.584
H 5.587 -2.342 -0.155
N 0.022 0.108 -2.498
N 1.988 -0.936 -0.408
H 2.858 0.928 -0.449
H 1.849 3.258 3.645
C 1.630 2.703 1.044
C 0.879 2.812 3.410
C 2.207 -2.305 -0.439
H -2.800 -1.113 1.713
H 0.206 3.638 3.196
C 1.626 1.061 -5.699
C -0.345 0.002 -4.798
C 0.877 0.630 -4.626
H 0.536 2.303 4.309
O -1.924 -0.899 -3.228
N -1.267 -3.113 -1.012
H -1.507 0.992 4.590
H -0.568 -2.415 3.637
H 5.167 0.134 -0.317
C -2.572 2.794 2.855
Ir -0.046 -0.453 -0.436
H 0.304 -5.138 -1.035
H -0.519 -2.261 1.884
H -3.634 0.979 1.008
C 4.355 -0.577 -0.315
C -3.231 1.898 0.591
C -2.178 2.538 1.435
C 1.101 0.823 -6.968
H 1.387 2.305 0.057
H -4.064 2.615 0.553
H -0.756 4.173 1.362
C 1.097 -3.147 -0.653
H 3.045 1.344 2.871
N -0.092 -2.482 -0.682
H -4.357 -2.376 -1.486
H 2.334 0.053 1.917
C 4.582 -1.953 -0.245
H 3.669 -3.879 -0.282
H -0.976 3.320 -0.190
C -0.853 -0.306 -3.441
H -2.904 1.762 -0.439
S -2.316 -0.674 -0.835
H -1.252 -4.113 -1.183
H -3.194 3.700 2.840
H 0.787 -1.601 2.870
C -2.377 -2.419 -1.075
H -1.735 3.014 3.512
H 1.943 -4.882 -1.580
C 1.073 1.871 2.216
C -2.583 -0.828 2.744
H -0.502 0.025 -8.139
H 1.257 3.721 1.069
C 1.117 0.746 -3.163
C -0.881 -0.235 -6.046
C 3.061 -0.123 -0.388
N -3.569 -2.971 -1.286
C -0.127 0.188 -7.138
H -3.684 -3.957 -1.465
H 0.051 0.173 4.735
H 2.574 1.562 -5.561
H 1.656 1.140 -7.840
C -1.115 -0.444 2.969
H -2.814 -1.692 3.371
Si -0.398 0.760 1.658
O 2.010 1.307 -2.591
H 1.596 -5.074 0.137
C -0.983 0.054 4.416
```

Löwdin atomic charge list, values in e, 2 entries: atom 1 (C): 0.01, atom 2 (H): 0.08



[3]
# C43H60BN9W

A molecular structure, C43H60BN9W (ωB97M-V/def2-TZVPD, the Open Molecules 2025 dataset).

Properties
HOMO (spin up / spin down), eV: -13.25 / -13.25
Calculated total energy, Eh: -2258.9132
Charge: +2
Multiplicity: 1
Kohn-Sham gap (spin up / spin down), eV: 6.083 / 6.084
Molecular weight, g mol⁻¹: 897.7

```
114
C43H60BN9W, DFT ωB97M-V/def2-TZVPD
H 1.262 1.561 -4.469
H 2.929 1.520 -3.912
N -2.551 -0.820 1.900
H 4.258 -0.095 -2.379
H -4.929 -3.130 -1.008
B -2.755 -1.847 0.768
H -3.443 2.394 -2.853
N -3.073 -1.078 -0.500
H 5.200 -0.116 0.595
C -1.352 -3.952 1.013
H 4.156 -1.304 -0.162
C 0.675 4.220 1.113
H -0.431 2.888 -3.499
H -0.124 2.080 3.617
C -0.027 -4.169 1.313
H 2.223 4.169 -1.159
C 3.872 2.086 0.320
H -1.764 2.293 -2.328
N -1.477 -2.662 0.656
H 4.874 2.456 0.096
H 3.564 3.321 -1.942
C 1.050 -1.870 -3.959
H 3.954 0.187 5.266
N -0.271 -2.016 0.716
C 0.245 0.524 -2.214
H -1.579 -1.018 -3.698
H 0.889 -2.698 -4.650
H 2.323 -3.337 2.303
H -1.263 3.049 2.657
C 0.731 -0.925 3.448
C -5.309 -2.111 -0.934
H -3.139 -4.727 1.911
C 0.274 3.453 -2.897
C 2.560 3.701 -2.084
C -1.859 0.976 2.919
H 4.338 1.668 -2.395
H 1.403 -3.448 -1.702
H -5.755 -1.991 0.053
H -2.458 2.584 -0.312
C 4.471 0.790 -1.776
C 2.071 -2.786 1.397
C 2.166 0.556 -0.967
C -1.174 2.230 3.366
H 3.222 1.376 3.246
H 3.847 1.880 1.385
C 2.043 2.143 -3.979
N 1.316 2.028 1.783
H -1.472 -2.746 -3.987
H 3.638 -0.441 1.308
H -4.618 -1.515 4.455
C -4.207 -0.071 -2.077
C -4.233 -1.108 -1.173
H -0.321 -3.596 -1.304
H -3.664 -2.559 1.039
H -0.213 3.808 -1.990
C 1.556 2.668 -2.603
H 2.137 -1.619 -0.593
H 0.285 -4.150 -2.857
C 1.311 1.366 -1.801
H 1.553 4.605 1.614
H 0.525 -2.366 5.010
C -1.330 -1.973 -3.231
C -2.830 0.384 3.709
C -4.286 -1.738 3.444
C 0.526 2.858 0.958
H -3.898 -2.756 3.424
H 0.858 -0.940 -4.498
C -2.985 0.565 -1.900
C 0.387 -3.374 -2.097
H -2.397 5.055 -0.027
C 0.115 -2.019 -2.742
C 0.615 -2.947 1.135
H 0.432 -5.092 1.622
H 2.627 4.493 -2.831
C -1.572 3.083 0.050
C 2.651 0.539 3.613
H 2.365 -1.759 1.543
H -2.109 -5.925 1.130
H -2.033 -2.162 -2.421
H -5.152 -1.697 2.783
H -3.104 -4.840 0.153
H 2.100 -1.881 -3.657
C 3.611 0.804 -0.491
H 2.609 -1.688 6.158
H 2.662 -3.221 0.587
C 4.160 -0.346 0.359
N -1.682 0.235 1.788
C -2.493 -4.911 1.052
C 1.630 -0.765 -0.992
H 2.274 2.998 -4.615
C -1.528 4.461 0.222
C 1.131 -1.564 4.611
H -2.309 1.403 -3.744
N -2.278 -0.048 -0.922
C -3.249 -0.748 3.037
H -4.971 0.195 -2.789
H 3.174 2.889 0.123
H -0.176 -1.227 2.951
C -0.368 5.044 0.701
C 0.491 -0.836 -1.851
C 3.053 -0.125 4.757
C -2.586 1.729 -2.738
H -0.497 0.814 -2.932
H -3.185 0.744 4.659
N -0.533 2.302 0.338
W -0.218 0.161 0.045
H 0.543 4.333 -3.481
H 5.522 0.751 -1.486
H -0.295 6.116 0.819
C 2.295 -1.178 5.258
H -6.091 -1.982 -1.679
C 1.504 0.115 2.942
H -1.667 2.554 4.279
N 1.025 0.814 1.774
```

Löwdin atomic charge list, values in e, 2 entries: atom 1 (H): 0.09, atom 2 (H): 0.08